Record 1
A molecular structure, C3H6AlO7S in a non-equilibrium geometry. Source: OMol25; level of theory: wB97M-V/def2-TZVPD.

Structure (XYZ):
```
18
Properties=species:S:1:pos:R:3:forces:R:3:nbo_charge:R:1
Al -0.51550 3.47238 0.31682 -0.029 0.185 -0.198 0.98
S -1.33655 1.81763 2.96989 -0.829 -0.834 -1.818 2.46
O -1.77027 1.01780 4.11100 0.027 -0.990 -0.058 -0.46
O -1.51296 3.20224 3.23769 0.158 2.972 0.871 -0.61
O 0.06176 1.80893 2.51685 1.593 -0.096 0.787 -0.67
O -2.06303 1.44390 1.76609 -1.078 -1.085 0.482 -0.70
C 0.35312 -1.57001 -3.25417 -0.181 -0.554 -1.271 -0.31
O -0.17118 -0.44316 -2.55738 0.283 -0.150 0.433 -0.20
C 0.05791 -0.16807 -1.25487 -0.700 1.545 0.871 0.96
O -0.32381 0.86655 -0.73215 1.241 -2.622 -0.920 -0.59
O 0.74398 -1.23398 -0.67022 -0.640 1.488 0.970 -0.24
C 1.11874 -1.10311 0.71296 0.275 -0.252 -0.045 -0.30
H 0.00777 -1.57738 -4.28800 -0.529 0.657 0.222 0.27
H 0.03161 -2.52040 -2.82815 0.252 -0.024 0.590 0.27
H 1.43469 -1.49968 -3.36968 0.425 -0.018 0.641 0.28
H 0.82177 -1.98194 1.28530 -0.620 -0.660 -0.300 0.31
H 0.87241 -0.22542 1.31051 -0.303 0.302 -0.998 0.25
H 2.18953 -1.30629 0.72753 0.657 0.134 -0.259 0.31
```
Forces are in eV/Å.

## Properties
multiplicity: 2
LUMO (alpha / beta): -11.86 / -14.24 eV
HOMO (alpha / beta): -0.6789 / -0.6774 hartree
frontier orbital gap (alpha / beta): 6.6184 / 4.1913 eV
<S²>: 1.7927
charge: +2

***

Record 2
A molecular structure, C3H6AsF7O3Tl in a non-equilibrium geometry. Source: OMol25; level of theory: wB97M-V/def2-TZVPD.

Structure (XYZ):
```
21
Properties=species:S:1:pos:R:3:forces:R:3:nbo_charge:R:1
Tl -0.70773 14.02187 -1.33770 -1.063 1.500 0.974 1.30
As -4.43766 16.70102 -1.11349 -2.681 0.814 0.244 2.79
F -2.86276 15.93141 -1.47920 0.141 -0.140 0.362 -0.63
F -3.62417 17.80562 0.01497 -0.123 -0.670 -1.056 -0.50
F -5.99918 17.55400 -0.81430 1.889 -1.144 -0.453 -0.54
F -5.21697 15.41020 -2.08262 0.903 1.447 0.707 -0.55
F -4.70876 15.71238 0.27622 0.350 -0.279 -0.130 -0.51
F -4.18308 17.76783 -2.46251 0.214 -0.570 0.364 -0.57
F -1.49466 14.62064 1.35783 0.391 -0.304 -1.546 -0.21
C -1.94828 18.32460 -4.63009 -1.598 1.308 0.501 -0.28
O -0.95769 17.47850 -5.12931 0.817 -1.864 1.425 -0.42
C -0.40283 16.48503 -4.33846 0.636 1.272 -1.957 1.03
O -0.79857 16.15963 -3.21545 0.127 -0.097 -0.908 -0.54
O 0.64539 15.96014 -4.94835 -1.365 -0.443 2.634 -0.46
C 1.08062 16.25794 -6.24551 0.864 0.236 -1.992 -0.27
H -2.11148 19.15580 -5.31608 1.017 0.302 -0.247 0.25
H -1.78648 18.68328 -3.61359 0.250 -0.186 -0.145 0.22
H -2.97631 17.97329 -4.71849 -0.051 -1.174 0.365 0.25
H 1.76183 15.44503 -6.49697 -0.275 -0.085 -0.020 0.22
H 1.68461 17.16087 -6.33486 -0.272 0.238 0.591 0.22
H 0.28596 16.32151 -6.98888 -0.171 -0.161 0.288 0.22
```
Forces are in eV/Å.

## Properties
LUMO: -12.52 eV
ΔE to the lowest compared entry with this formula, charge and spin: 0.00 kJ/mol
HOMO: -0.5704 hartree
frontier orbital gap: 2.9972 eV
charge: +1

***

Record 3
A molecular structure, C3H6AuFO2 in a non-equilibrium geometry. Source: OMol25; level of theory: wB97M-V/def2-TZVPD.

Structure (XYZ):
```
13
Properties=species:S:1:pos:R:3:forces:R:3:nbo_charge:R:1
O 2.88614 1.34127 0.92896 -3.310 3.224 -1.273 -0.49
C 1.66266 1.35865 0.48188 1.508 2.356 0.685 0.19
C 0.95363 0.21885 0.26222 -0.098 -2.611 -0.215 0.19
O 1.66336 -0.96714 0.46311 -4.643 2.063 -1.646 -0.51
C 0.87946 -2.14327 0.62326 -1.083 -1.787 0.146 -0.28
Au 3.43681 -0.48264 1.10137 6.489 -3.394 2.269 0.69
H 1.16510 2.32481 0.32038 0.348 -0.250 0.086 0.24
H -0.58070 0.01991 -2.57105 -2.010 0.268 0.708 0.56
H 0.48694 -2.46425 -0.35085 0.212 0.167 0.229 0.23
H 1.53435 -2.91988 1.03139 -0.108 0.289 -0.129 0.25
H 0.04684 -1.95296 1.31467 0.376 -0.003 -0.162 0.22
H -0.08842 0.15639 -0.05027 0.197 -0.039 0.046 0.27
F -1.41489 0.13180 -2.09332 2.121 -0.282 -0.743 -0.56
```
Forces are in eV/Å.

## Properties
multiplicity: 4
LUMO (alpha / beta): -3.76 / -7.90 eV
ΔE to the lowest compared entry with this formula, charge and spin: 0.00 kJ/mol
HOMO (alpha / beta): -0.4438 / -0.6055 hartree
frontier orbital gap (alpha / beta): 8.3141 / 8.5751 eV
<S²>: 3.7685
charge: +1

***

Record 4
2 unconnected molecules or ions with the total composition C3H6BF3O2 in a non-equilibrium geometry. Source: OMol25; level of theory: wB97M-V/def2-TZVPD.

Structure (XYZ):
```
15
Properties=species:S:1:pos:R:3:forces:R:3:nbo_charge:R:1
B -1.15640 0.75397 -0.19544 -0.728 2.167 1.551 0.85
C 1.82904 -0.87641 -0.10874 -0.028 -1.085 -1.785 -0.73
C 0.78341 -0.41188 0.85680 0.779 -1.115 -3.120 0.28
C -1.65926 -0.67944 -0.28944 0.212 -2.250 1.006 0.50
O -0.41106 1.25878 -1.20225 -0.699 -3.869 -1.255 -0.90
O -1.64275 1.62897 0.82964 -0.090 -0.774 -0.770 -0.91
F 1.08142 0.77827 1.29328 -0.049 1.316 1.644 -0.31
F -2.29576 -1.45200 0.63303 0.390 1.609 -0.365 -0.33
F -1.28886 -1.55104 -1.21417 0.271 0.511 -0.556 -0.31
H 2.21654 -0.03852 -0.67716 0.145 0.482 0.221 0.23
H 2.74081 -1.36106 0.40416 -1.553 0.325 -0.777 0.23
H 1.37410 -1.49025 -0.99833 0.848 0.409 2.070 0.24
H 0.39565 -1.18966 1.43875 -0.836 -0.315 1.822 0.16
H -0.10463 2.10135 -1.29521 0.942 3.358 0.172 0.50
H -1.86223 2.52893 0.52509 0.395 -0.768 0.141 0.49
```
Forces are in eV/Å.

## Properties
LUMO (alpha / beta): 0.01 / 0.25 eV
ΔE to the lowest compared entry with this formula, charge and spin: 327.74 kJ/mol
HOMO (alpha / beta): -0.3072 / -0.3087 hartree
frontier orbital gap (alpha / beta): 8.3735 / 8.6516 eV
charge: 0

***

Record 5
2 unconnected molecules or ions with the total composition C3H6Br2OSi in a non-equilibrium geometry. Source: OMol25; level of theory: wB97M-V/def2-TZVPD.

Structure (XYZ):
```
13
Properties=species:S:1:pos:R:3:forces:R:3:nbo_charge:R:1
C -0.21158 0.39594 -2.30715 -1.029 -3.130 -1.174 -0.42
C -0.29207 -0.49941 -1.29991 0.647 1.399 -0.373 -0.18
C -0.06713 -0.11597 0.14707 -1.670 0.422 -1.548 -0.11
O 0.85682 -0.70929 0.84746 4.365 -3.554 1.285 -0.67
Si 3.63684 -0.94560 -0.20627 -2.860 0.315 -1.214 1.10
Br 3.59317 0.91461 -1.41087 0.256 -0.642 0.635 -0.22
Br 3.88198 -2.70570 -1.54467 -0.118 0.695 0.725 -0.23
H -0.47301 0.04486 -3.38372 0.657 0.856 1.935 0.20
H 0.04947 1.40282 -2.13104 0.138 1.017 0.106 0.19
H -0.49182 -1.54643 -1.42801 -0.214 -0.368 -0.425 0.19
H -1.04900 -0.27172 0.63137 -0.157 -0.146 0.222 0.17
H 0.15761 0.88614 0.26950 -0.369 3.057 -0.664 0.13
H 4.37584 -1.03142 1.01892 0.356 0.080 0.490 -0.15
```
Forces are in eV/Å.

## Properties
LUMO (alpha / beta): -1.93 / -1.93 eV
ΔE to the lowest compared entry with this formula, charge and spin: 337.04 kJ/mol
HOMO (alpha / beta): -0.2997 / -0.2996 hartree
frontier orbital gap (alpha / beta): 6.2218 / 6.2192 eV
charge: 0

***

Record 6
A molecular structure, C3H6Br2S in a non-equilibrium geometry. Source: OMol25; level of theory: wB97M-V/def2-TZVPD.

Structure (XYZ):
```
12
Properties=species:S:1:pos:R:3:forces:R:3:nbo_charge:R:1
C -1.45308 -1.47630 -0.37554 0.024 2.131 -1.605 -0.54
C 2.32366 1.63438 1.29992 1.723 -1.435 2.175 -0.39
C -0.58978 -0.39449 -0.97519 -0.556 -0.921 2.907 -0.26
S -3.08383 -1.06517 -1.27560 0.314 -1.482 0.803 -0.04
Br 3.41552 0.18155 1.99554 -0.757 0.782 -0.779 0.01
Br 0.05485 1.00187 0.10095 -0.832 -0.578 -0.623 0.10
H -1.53432 -1.37468 0.67616 -0.318 0.092 0.912 0.22
H -1.05745 -2.42811 -0.62475 -0.039 -1.034 -0.416 0.23
H 2.57482 2.00075 0.35907 0.515 0.353 -1.341 0.18
H 2.15541 2.27787 2.12142 -0.525 0.755 0.442 0.18
H -0.24976 -0.48068 -1.93808 0.845 0.092 -2.085 0.19
H -2.55603 0.12301 -1.36390 -0.394 1.244 -0.391 0.12
```
Forces are in eV/Å.

## Properties
multiplicity: 3
LUMO (alpha / beta): 0.63 / -0.93 eV
ΔE to the lowest compared entry with this formula, charge and spin: 0.00 kJ/mol
HOMO (alpha / beta): -0.2766 / -0.3477 hartree
frontier orbital gap (alpha / beta): 8.1581 / 8.5343 eV
<S²>: 2.0120
charge: 0

***

Record 7
A molecular structure, C3H6BrClOS in a non-equilibrium geometry. Source: OMol25; level of theory: wB97M-V/def2-TZVPD.

Structure (XYZ):
```
13
Properties=species:S:1:pos:R:3:forces:R:3:nbo_charge:R:1
C -1.82201 1.35995 -0.46525 -0.087 1.329 3.796 -0.27
C 2.35287 -1.48039 0.06066 -0.747 2.074 0.843 -0.51
C 0.08311 0.02787 -0.39336 -2.121 0.421 1.923 0.11
O -0.79307 0.68285 -1.12257 0.959 -0.255 -1.264 -0.48
S 1.49217 -0.46416 -1.25852 0.446 -0.795 1.087 0.37
Cl 3.87779 -0.71954 0.57107 -0.036 0.015 -0.099 -0.03
Br -1.17805 -2.12101 0.20447 0.648 0.959 -0.124 -0.53
H -1.97916 0.90986 0.60509 -0.199 0.365 -2.174 0.21
H -2.69259 1.41886 -1.06613 -0.797 -0.723 -0.523 0.22
H -1.61640 2.44758 -0.22577 0.596 -1.049 -0.574 0.19
H 2.56386 -2.44766 -0.23944 0.451 -1.660 -1.355 0.23
H 1.75159 -1.63584 0.95833 -0.376 0.580 -0.312 0.26
H -0.05246 0.39426 0.68411 1.264 -1.260 -1.223 0.23
```
Forces are in eV/Å.

## Properties
LUMO: -0.54 eV
ΔE to the lowest compared entry with this formula, charge and spin: 95.63 kJ/mol
HOMO: -0.3305 hartree
frontier orbital gap: 8.4529 eV
charge: 0

***

Record 8
A molecular structure, C3H6BrClOS in a non-equilibrium geometry. Source: OMol25; level of theory: wB97M-V/def2-TZVPD.

Structure (XYZ):
```
13
Properties=species:S:1:pos:R:3:forces:R:3:nbo_charge:R:1
C 1.98782 0.37273 -0.03802 -0.722 -0.537 0.788 -0.35
C -1.58710 -1.29672 -0.31150 -0.903 -1.218 -0.259 -0.58
C -0.58136 1.07720 0.62403 -4.543 -1.710 0.556 -0.47
O 0.76138 0.79763 -0.60042 4.570 -1.591 -2.376 -0.16
S -0.98621 -0.55658 1.17577 -0.185 1.427 -0.345 0.31
Cl -0.40733 -2.22489 -1.35514 0.088 0.447 0.088 -0.10
Br -1.76122 2.09542 -0.47529 -0.168 -0.121 0.360 0.02
H 1.97220 -0.60523 0.53819 -0.740 1.030 -0.647 0.24
H 2.26650 1.12228 0.68308 -0.141 0.542 0.822 0.21
H 2.82999 0.32340 -0.67250 0.536 -0.148 -1.515 0.19
H -2.17923 -0.63482 -0.99824 0.657 -0.545 0.939 0.26
H -2.19994 -2.11630 0.11916 0.020 0.620 -0.664 0.24
H -0.11550 1.64586 1.31090 1.530 1.804 2.253 0.18
```
Forces are in eV/Å.

## Properties
multiplicity: 3
LUMO (alpha / beta): 0.64 / -2.54 eV
ΔE to the lowest compared entry with this formula, charge and spin: 0.00 kJ/mol
HOMO (alpha / beta): -0.2194 / -0.3501 hartree
frontier orbital gap (alpha / beta): 6.6063 / 6.9854 eV
<S²>: 2.0095
charge: 0

***

Record 9
A molecular structure, C3H6BrF2OP in a non-equilibrium geometry. Source: OMol25; level of theory: wB97M-V/def2-TZVPD.

Structure (XYZ):
```
14
Properties=species:S:1:pos:R:3:forces:R:3:nbo_charge:R:1
C 1.00744 -0.31624 1.33471 -1.272 -2.582 -3.375 -0.64
C 0.86712 -0.41573 -0.23391 0.209 -0.296 1.596 -0.04
C -3.04709 -0.68120 -0.50122 -0.819 -2.123 2.113 -0.14
O -0.45917 -0.92993 -0.52975 2.534 2.066 -2.416 -0.86
F -0.90988 -3.20769 0.17370 -1.385 2.023 -0.062 -0.61
F -3.26078 -0.61918 -1.81917 0.182 -0.413 -0.348 -0.33
P -1.43386 -1.56013 0.44423 -1.946 -2.291 1.193 1.39
Br -2.68937 1.09765 0.14206 -0.098 0.373 0.284 0.01
H 0.21689 0.24356 1.65356 -2.135 1.988 0.856 0.21
H 0.78488 -1.27784 1.76981 0.734 -0.521 0.288 0.22
H 1.86294 0.13162 1.63166 2.946 1.022 0.936 0.22
H 1.55837 -1.10708 -0.72743 0.009 0.176 0.350 0.20
H 1.00541 0.58659 -0.65682 -0.503 -0.325 -0.168 0.19
H -3.98821 -1.08689 0.06791 1.543 0.903 -1.247 0.19
```
Forces are in eV/Å.

## Properties
LUMO: 0.43 eV
ΔE to the lowest compared entry with this formula, charge and spin: 94.56 kJ/mol
HOMO: -0.3400 hartree
frontier orbital gap: 9.6792 eV
charge: 0

***

Record 10
2 unconnected molecules or ions with the total composition C3H6BrI in a non-equilibrium geometry. Source: OMol25; level of theory: wB97M-V/def2-TZVPD.

Structure (XYZ):
```
11
Properties=species:S:1:pos:R:3:forces:R:3:nbo_charge:R:1
C -0.48288 -1.41639 -0.40222 -0.236 0.137 -0.084 -0.72
C 0.94393 1.10499 0.91848 2.329 1.590 2.326 -0.45
C -0.46469 0.06065 -0.52246 -2.708 -1.142 -2.144 -0.25
Br 1.97829 2.33196 -0.03606 -0.142 -0.089 0.033 0.08
I -2.31590 1.05458 -0.25995 0.633 -0.266 -0.021 0.12
H -1.07509 -1.75537 0.44216 0.007 -0.101 0.126 0.22
H -0.92372 -1.82760 -1.31750 -0.009 -0.241 0.046 0.23
H 0.52796 -1.81060 -0.33414 0.221 -0.047 0.074 0.23
H 0.26590 1.54972 1.63065 -0.230 0.099 -0.228 0.19
H 1.51233 0.25939 1.28315 -0.087 -0.228 -0.342 0.18
H 0.03386 0.44866 -1.40213 0.220 0.288 0.213 0.18
```
Forces are in eV/Å.

## Properties
multiplicity: 3
LUMO (alpha / beta): 0.59 / -1.95 eV
ΔE to the lowest compared entry with this formula, charge and spin: 54.98 kJ/mol
HOMO (alpha / beta): -0.2318 / -0.3543 hartree
frontier orbital gap (alpha / beta): 6.9012 / 7.6936 eV
<S²>: 2.0102
charge: 0

***

Record 11
A gas-phase ion, C3H6BrN2O (charge +1) in a non-equilibrium geometry. Source: OMol25; level of theory: wB97M-V/def2-TZVPD.

Structure (XYZ):
```
13
Properties=species:S:1:pos:R:3:forces:R:3:nbo_charge:R:1
C -1.39945 0.49569 -0.42124 -2.084 -0.031 0.295 0.02
C 1.10889 0.74466 -1.50117 2.762 -0.964 0.358 0.62
C -0.43270 -1.01045 1.59601 3.461 2.199 -2.536 -0.33
N 0.84233 -0.00656 -0.35665 1.491 -0.138 0.536 -0.49
N -0.43498 -0.14052 0.09321 -0.351 -1.201 3.808 -0.09
O 0.37271 1.38035 -2.14930 -0.981 0.730 -0.948 -0.50
Br 2.97781 0.50945 -2.01746 -0.686 0.149 0.445 0.07
H -1.12067 1.03726 -1.34382 -0.975 0.006 0.694 0.28
H -2.42175 0.45965 0.08827 1.603 -0.173 -0.991 0.25
H 0.62557 -1.42500 1.56716 -1.495 0.552 0.248 0.23
H -1.10987 -1.78022 1.70737 -1.805 -1.425 -0.701 0.25
H -0.57778 -0.24564 2.33091 0.072 0.474 0.253 0.24
H 1.56988 -0.01866 0.40672 -1.012 -0.176 -1.461 0.45
```
Forces are in eV/Å.

## Properties
SMILES: C=[N+](C)NC(=O)Br
LUMO: -4.74 eV
ΔE to the lowest compared entry with this formula, charge and spin: 63.35 kJ/mol
HOMO: -0.5396 hartree
frontier orbital gap: 9.9459 eV
charge: +1

***

Record 12
A gas-phase ion, C3H6BrN2P2 (charge +1) in a non-equilibrium geometry. Source: OMol25; level of theory: wB97M-V/def2-TZVPD.

Structure (XYZ):
```
14
Properties=species:S:1:pos:R:3:forces:R:3:nbo_charge:R:1
C 1.02344 1.04197 -0.14358 1.571 0.979 -1.376 -0.10
C 1.67937 0.03994 -0.84027 1.319 2.304 1.204 0.06
C -0.27381 -0.70064 -0.17370 1.746 -1.885 -1.395 0.15
N -0.25093 0.59749 0.13275 0.898 -1.433 0.511 -0.53
N 0.95792 -1.08539 -0.81086 -2.861 1.509 1.360 -0.52
P -1.73752 -1.73369 -0.16099 -0.853 -1.074 -0.339 0.38
P -1.66903 1.28688 1.03869 1.461 0.993 1.242 0.57
Br 3.40254 0.12638 -1.57630 -0.536 -0.120 0.254 0.19
H 1.44677 2.03825 0.09453 -0.797 -0.837 -0.267 0.27
H 1.39217 -1.95482 -1.10976 -0.964 -0.212 0.127 0.47
H -2.18121 -1.31681 1.08284 -0.252 0.214 0.411 0.02
H -1.16754 -2.88883 0.41572 0.320 -0.009 -0.236 0.03
H -1.77888 2.34071 0.18230 -0.439 0.749 -1.017 -0.01
H -0.84329 2.20855 1.86861 -0.610 -1.178 -0.479 0.02
```
Forces are in eV/Å.

## Properties
SMILES: Pc1[nH+]c(Br)cn1P
LUMO: -3.76 eV
ΔE to the lowest compared entry with this formula, charge and spin: 0.00 kJ/mol
HOMO: -0.4795 hartree
frontier orbital gap: 9.2898 eV
charge: +1

***

no.,E_tot (hartree)
1,-1284.232057
2,-3450.409897
3,-503.425163
4,-592.799514
5,-5630.570967
6,-5663.940695
7,-3625.471348
8,-3625.315169
9,-3308.216998
10,-2989.425747
11,-2876.326238
12,-3483.848924